Record 1
This record from OMol25 describes a cluster of 2 separate species, C4H7NO in total at a distorted geometry. The level of theory is ωB97M-V/def2-TZVPD.

Atoms and positions in Å:
C: 0.49 -1.09 -0.74
C: 0.29 -1.03 0.77
C: 0.02 0.14 -0.09
C: 0.53 1.52 -0.05
N: -2.30 0.59 0.05
O: -2.90 -0.41 0.01
H: 1.50 -1.09 -1.15
H: -0.20 -1.70 -1.30
H: -0.54 -1.59 1.16
H: 1.14 -1.01 1.44
H: -0.20 2.17 0.44
H: 0.71 1.90 -1.05
H: 1.46 1.58 0.53

The energy above the lowest of the compared OMol25 structures with the same formula, charge and spin comes out at 130.6 kcal/mol. The total energy comes out at -286.423465 Ha.



Record 2
This record from OMol25 describes a structure of composition C40H114F5O20S18Tl at a distorted geometry. The level of theory is ωB97M-V/def2-TZVPD.

Atoms and positions in Å:
Tl: 19.82 -14.20 14.48
F: 19.32 -12.35 16.80
F: 21.68 -16.38 13.93
C: 17.48 -12.89 11.48
O: 18.19 -14.16 11.52
O: 17.82 -12.35 12.76
C: 17.55 -11.99 10.10
F: 17.49 -12.72 8.99
F: 16.55 -11.16 10.04
F: 18.70 -11.27 10.06
C: 18.40 -15.01 10.45
C: 19.12 -16.16 11.05
H: 18.96 -16.95 10.32
H: 20.20 -16.22 11.15
H: 18.60 -16.39 11.98
H: 18.83 -14.60 9.54
H: 17.45 -15.35 10.05
H: 16.43 -13.19 11.40
C: 19.82 -19.09 7.08
S: 20.88 -19.33 8.54
O: 22.01 -20.25 8.18
C: 21.69 -17.64 8.29
H: 20.53 -18.74 6.32
H: 19.02 -18.40 7.35
H: 19.32 -19.97 6.68
H: 22.33 -17.40 9.13
H: 20.92 -16.88 8.15
H: 22.35 -17.67 7.42
C: 20.82 -9.10 12.50
S: 20.01 -10.18 13.72
O: 20.85 -11.45 13.77
C: 20.37 -9.28 15.24
H: 21.19 -9.80 11.75
H: 21.71 -8.61 12.89
H: 20.10 -8.38 12.10
H: 20.20 -10.03 16.01
H: 19.81 -8.38 15.48
H: 21.44 -9.07 15.34
C: 13.26 -16.19 13.69
S: 14.90 -17.13 13.67
O: 14.66 -18.62 13.23
C: 15.59 -16.28 12.19
H: 12.61 -16.12 12.81
H: 13.20 -15.16 14.05
H: 12.61 -16.73 14.37
H: 16.20 -15.44 12.51
H: 14.83 -15.79 11.59
H: 16.19 -16.87 11.50
C: 25.44 -10.30 7.25
S: 23.63 -10.52 7.08
O: 23.00 -9.73 8.24
C: 23.22 -9.47 5.68
H: 25.93 -11.16 7.72
H: 25.61 -9.41 7.86
H: 25.85 -10.40 6.25
H: 22.15 -9.55 5.45
H: 23.80 -9.75 4.81
H: 23.57 -8.49 6.01
C: 23.59 -11.77 12.25
S: 22.81 -13.17 11.34
O: 21.58 -13.56 12.11
C: 22.27 -12.26 9.82
H: 23.11 -10.81 12.03
H: 24.66 -11.73 12.03
H: 23.59 -11.98 13.32
H: 21.44 -11.59 10.04
H: 21.97 -13.03 9.10
H: 23.20 -11.86 9.42
C: 23.37 -18.45 11.80
S: 23.98 -19.38 10.42
O: 25.40 -19.02 10.20
C: 23.94 -21.07 11.22
H: 23.07 -17.45 11.50
H: 24.10 -18.47 12.61
H: 22.51 -19.02 12.14
H: 22.96 -21.30 11.63
H: 24.67 -21.04 12.03
H: 24.29 -21.63 10.35
C: 15.47 -9.20 14.86
S: 16.76 -7.94 14.87
O: 16.08 -6.85 14.01
C: 16.80 -7.35 16.60
H: 15.48 -9.70 13.90
H: 14.48 -8.77 14.70
H: 15.56 -9.82 15.75
H: 17.14 -8.15 17.25
H: 15.77 -7.04 16.77
H: 17.57 -6.58 16.64
C: 19.13 -9.21 7.71
S: 19.77 -7.81 6.82
O: 18.66 -6.86 6.51
C: 20.45 -7.01 8.38
H: 19.88 -10.00 7.78
H: 18.25 -9.55 7.17
H: 18.74 -9.02 8.71
H: 19.82 -7.18 9.25
H: 20.61 -5.95 8.18
H: 21.50 -7.30 8.45
C: 15.74 -10.58 6.35
S: 13.88 -10.62 6.58
O: 13.43 -10.79 5.10
C: 13.66 -8.79 6.85
H: 16.15 -11.58 6.52
H: 16.03 -9.88 7.13
H: 16.21 -10.27 5.42
H: 12.63 -8.53 7.10
H: 13.81 -8.19 5.95
H: 14.24 -8.50 7.73
C: 14.07 -19.62 9.52
S: 13.16 -17.97 9.46
O: 12.87 -17.64 7.99
C: 11.58 -18.71 10.10
H: 14.02 -20.18 10.45
H: 15.10 -19.48 9.18
H: 13.53 -20.08 8.69
H: 11.10 -18.27 10.98
H: 11.64 -19.79 10.19
H: 10.88 -18.48 9.29
C: 16.83 -21.62 12.03
S: 17.53 -23.09 12.91
O: 16.38 -24.13 13.09
C: 18.55 -23.81 11.46
H: 16.29 -20.98 12.72
H: 16.16 -21.87 11.20
H: 17.75 -21.12 11.73
H: 17.85 -24.06 10.66
H: 19.03 -24.73 11.79
H: 19.25 -23.16 10.94
C: 24.76 -15.77 8.99
S: 26.15 -14.75 9.59
O: 25.59 -13.35 9.78
C: 26.20 -15.51 11.28
H: 24.69 -15.78 7.90
H: 23.84 -15.64 9.55
H: 25.06 -16.79 9.21
H: 25.20 -15.39 11.69
H: 26.80 -14.90 11.95
H: 26.65 -16.49 11.12
C: 16.04 -12.48 15.82
S: 16.10 -14.27 15.89
O: 17.18 -14.83 14.98
C: 16.56 -14.65 17.57
H: 15.40 -12.10 16.62
H: 15.88 -12.15 14.80
H: 17.05 -12.17 16.12
H: 17.57 -14.23 17.58
H: 16.61 -15.72 17.75
H: 16.05 -14.12 18.37
C: 21.97 -14.24 5.85
S: 20.14 -14.38 5.92
O: 19.81 -15.58 6.84
C: 20.02 -12.85 6.91
H: 22.30 -13.27 5.47
H: 22.37 -14.97 5.14
H: 22.39 -14.53 6.81
H: 20.43 -12.99 7.91
H: 19.01 -12.42 6.90
H: 20.69 -12.12 6.46
C: 19.19 -18.76 16.15
S: 18.71 -18.46 14.36
O: 18.65 -16.89 14.17
C: 20.20 -19.16 13.50
H: 18.33 -18.62 16.82
H: 19.98 -18.10 16.50
H: 19.63 -19.73 16.39
H: 20.01 -18.84 12.47
H: 20.32 -20.23 13.61
H: 21.06 -18.60 13.88
C: 15.61 -13.53 4.14
S: 15.84 -12.47 2.64
O: 16.22 -13.40 1.46
C: 14.04 -12.16 2.29
H: 14.96 -14.34 3.79
H: 15.27 -12.93 4.99
H: 16.52 -14.07 4.37
H: 13.51 -11.40 2.86
H: 13.58 -13.14 2.47
H: 13.91 -11.90 1.25
C: 15.59 -17.17 6.17
S: 14.54 -17.50 4.68
O: 15.60 -17.87 3.64
C: 13.84 -19.02 5.20
H: 16.16 -18.10 6.23
H: 15.07 -17.21 7.13
H: 16.34 -16.40 6.00
H: 12.80 -19.15 4.90
H: 13.80 -19.02 6.29
H: 14.51 -19.86 5.05
C: 13.59 -14.45 8.35
S: 11.81 -14.27 8.20
O: 11.35 -12.95 8.85
C: 11.65 -14.08 6.43
H: 13.91 -15.32 8.92
H: 14.05 -13.59 8.84
H: 14.01 -14.45 7.35
H: 12.07 -14.86 5.80
H: 12.24 -13.25 6.06
H: 10.65 -13.88 6.05

The total energy comes out at -10935.366939 Ha.



Record 3
This record from OMol25 describes a cluster of 2 separate species, C5H12INS in total at a distorted geometry. The level of theory is ωB97M-V/def2-TZVPD.

Atoms and positions in Å:
C: -0.77 -1.88 -0.77
C: -0.93 -0.86 0.32
N: -0.66 0.53 -0.05
C: 0.54 0.96 -0.18
C: 0.53 2.41 -0.71
C: 2.01 0.44 0.04
H: -0.77 -2.89 -0.36
H: -1.59 -2.03 -1.38
H: 0.04 -1.78 -1.48
H: -1.86 -0.81 0.93
H: -0.28 -1.13 1.12
H: -0.56 2.71 -0.87
H: 0.89 3.07 0.13
H: 1.03 2.58 -1.73
H: 2.79 1.16 -0.23
H: 2.21 -0.62 -0.38
H: 2.12 0.27 1.07
S: -4.02 1.61 0.27
I: -4.82 -0.58 -0.02
H: -3.62 1.56 -0.93

The total energy comes out at -948.276773 Ha. The structure (SMILES) is CCN=C(C)C.SI.



Record 4
This record from OMol25 describes an isolated molecule of C4H6N2. The level of theory is ωB97M-V/def2-TZVPD.

Atoms and positions in Å:
N: 0.16 1.14 -0.80
C: 0.75 -0.20 -0.68
C: -0.70 -0.04 -0.73
C: -0.82 -0.43 0.78
N: -0.03 0.46 1.59
C: 0.66 -0.58 0.85
H: 0.20 1.55 -1.73
H: 1.38 -0.68 -1.42
H: -1.35 -0.33 -1.55
H: -1.65 -0.98 1.23
H: 0.07 1.35 1.08
H: 1.32 -1.26 1.38

The energy above the lowest of the compared OMol25 structures with the same formula, charge and spin comes out at 91.7 kcal/mol. The total energy comes out at -265.389452 Ha. The structure (SMILES) is N1[C@H]2[C@@H]1[C@H]1N[C@@H]21.



Record 5
This record from OMol25 describes a structure of composition C12H22N6O3Pt at a distorted geometry. The level of theory is ωB97M-V/def2-TZVPD.

Atoms and positions in Å:
Pt: -0.16 -0.16 -0.27
C: -0.12 0.90 2.65
N: 0.15 -0.33 1.87
C: -0.73 -1.41 2.36
C: 1.57 -0.73 2.03
C: 2.49 0.13 1.20
N: 2.22 -0.05 -0.23
C: 2.86 1.01 -1.01
C: 2.68 -1.36 -0.71
H: 0.18 0.73 3.69
H: -1.17 1.13 2.61
H: 0.43 1.75 2.25
H: -0.53 -1.61 3.42
H: -0.59 -2.30 1.77
H: -1.77 -1.10 2.24
H: 1.65 -1.77 1.73
H: 1.86 -0.66 3.08
H: 3.54 -0.12 1.44
H: 2.34 1.18 1.43
H: 3.94 1.04 -0.83
H: 2.43 1.97 -0.75
H: 2.70 0.83 -2.07
H: 3.76 -1.48 -0.57
H: 2.45 -1.45 -1.77
H: 2.16 -2.16 -0.19
N: -0.30 -0.03 -2.38
C: -0.77 -1.25 -3.09
C: -2.07 -1.73 -2.49
C: -1.82 -2.56 -1.24
O: -1.94 -3.77 -1.28
O: -1.49 -1.87 -0.19
H: -1.01 0.70 -2.45
H: 0.56 0.32 -2.80
H: 0.00 -2.02 -2.98
H: -0.89 -1.04 -4.15
H: -2.61 -2.36 -3.21
H: -2.70 -0.87 -2.23
O: -1.43 1.71 -0.60
N: -1.59 2.36 0.50
C: -2.62 3.17 0.56
C: -3.55 3.37 -0.51
N: -4.30 3.52 -1.37
C: -2.82 3.89 1.79
N: -2.99 4.48 2.76

The energy above the lowest of the compared OMol25 structures with the same formula, charge and spin comes out at 28.7 kcal/mol. The total energy comes out at -1143.900191 Ha.